1.
Entry from the Open Molecules 2025 dataset: a structure of composition C18H21P2Sc at a distorted geometry (ωB97M-V/def2-TZVPD).

Geometry as XYZ:
```
42
Properties=species:S:1:pos:R:3:lowdin_charge:R:1
C -0.4035 0.1648 -2.0133 -0.23
C -1.1850 1.2751 -1.6018 -0.21
C -0.2901 2.2903 -1.1052 -0.23
C 1.0077 1.9433 -1.5447 -0.22
C 1.0043 0.5703 -1.9440 -0.21
Sc 0.7970 -1.6016 1.9758 0.57
P -0.2943 -3.1599 0.4243 0.70
H -0.7616 -0.7947 -2.3482 0.04
H -2.2654 1.4167 -1.7367 0.06
H -0.5888 3.1604 -0.5520 0.05
H 1.8682 -0.0401 -2.2161 0.04
H 1.8808 2.6039 -1.5708 0.06
H 0.7023 -3.9241 -0.2716 -0.10
H -1.4359 -3.5726 -0.3315 -0.09
H -0.4426 -4.0785 1.5350 -0.10
C -2.1897 0.5870 3.4178 -0.24
P -0.4594 0.5580 2.7695 1.02
C 0.2862 2.0835 3.4164 -0.38
C 0.6618 3.1196 2.5388 -0.07
C 1.2193 4.2827 3.0592 -0.08
C 1.4367 4.4265 4.4334 -0.07
C 1.0975 3.3697 5.2887 -0.08
C 0.5267 2.2031 4.7874 -0.10
C 0.4244 -0.6349 3.9123 -0.48
C -0.2878 -1.8723 4.0725 -0.24
C 0.4468 -3.0152 4.4654 -0.12
C 1.7964 -3.0960 4.1966 -0.13
C 2.4565 -1.9951 3.6114 -0.22
C 1.8639 -0.7171 3.7621 -0.17
H -2.6485 1.4704 2.9575 0.05
H -2.3059 0.6576 4.5022 0.06
H -2.7083 -0.3092 3.0563 0.04
H 0.5378 2.9856 1.4658 0.08
H 1.5063 5.0907 2.3869 0.11
H 1.8859 5.3399 4.8335 0.11
H 1.2840 3.4523 6.3534 0.10
H 0.2866 1.3742 5.4591 0.11
H -1.3810 -1.8725 4.0480 0.09
H -0.0604 -3.8342 4.9958 0.12
H 2.4008 -3.9754 4.4751 0.12
H 3.4641 -2.0868 3.1695 0.11
H 2.4763 0.1836 3.6440 0.13
```

The energy above the lowest of the compared OMol25 structures with the same formula, charge and spin comes out at 0.0 kcal per mole. The value obtained for the HOMO-LUMO gap is 4.33 eV. As for the LUMO energy: -0.0389 Ha.

2.
Entry from the Open Molecules 2025 dataset: a cluster of 2 separate species, C3H9NO3 in total at a distorted geometry (ωB97M-V/def2-TZVPD).

Geometry as XYZ:
```
16
Properties=species:S:1:pos:R:3:lowdin_charge:R:1
O 2.1359 0.5901 -1.7122 0.10
C 1.4585 -0.4072 -1.6678 -0.48
O 0.7675 -0.8088 -2.7588 0.09
C 0.9884 -1.1986 -0.4163 -0.39
C 0.4575 -2.6094 -0.7191 -0.05
N 0.0901 -0.2995 0.3112 0.04
H 0.9749 -0.1841 -3.4704 0.13
H 1.9448 -1.2643 0.1445 0.14
H 1.2132 -3.1537 -1.2790 0.08
H -0.4805 -2.5989 -1.2707 0.08
H 0.4786 -2.9184 0.3956 0.11
H 0.4286 0.6192 0.5462 0.07
H -0.3875 -0.6723 1.1309 0.08
H -2.9273 5.6657 3.6240 0.03
H -3.8096 4.3902 3.2246 0.03
O -3.3333 4.8501 3.9172 -0.06
```

The energy above the lowest of the compared OMol25 structures with the same formula, charge and spin comes out at 30.3 kcal per mole. The SMILES is C[C@H](N)C(=O)O.O. The value obtained for the HOMO-LUMO gap is 10.12 eV. As for the LUMO energy: 0.0287 Ha.

3.
Entry from the Open Molecules 2025 dataset: a structure of composition C17H34AlN8S2 at a distorted geometry (ωB97M-V/def2-TZVPD).

Geometry as XYZ:
```
62
Properties=species:S:1:pos:R:3:lowdin_charge:R:1
Al -0.8323 -0.0340 0.0320 0.11
C -2.2142 -0.6749 2.7070 -0.12
C -2.5582 -1.7780 1.7113 -0.11
N -2.4164 -1.2919 0.3084 -0.07
C -3.6314 -0.6233 -0.2574 -0.18
C -3.8795 0.7799 0.2833 -0.33
S -2.3936 1.8673 0.2459 1.06
C -2.1664 2.3055 2.0001 -0.35
C -1.0256 1.5039 2.6206 -0.19
N -1.0519 0.0833 2.1909 -0.09
H -3.0542 0.0005 2.8412 0.11
H -2.0050 -1.1132 3.6810 0.15
H -1.8705 -2.6168 1.8340 0.14
H -3.5641 -2.1582 1.8894 0.15
H -2.2735 -2.1119 -0.2747 0.14
H -3.4910 -0.5762 -1.3357 0.12
H -4.5168 -1.2321 -0.0696 0.15
H -4.6361 1.2626 -0.3321 0.11
H -4.2528 0.7758 1.3038 0.09
H -1.9431 3.3694 2.0393 0.11
H -3.1204 2.1617 2.5026 0.10
H -0.0706 1.9170 2.2969 0.11
H -1.0727 1.5903 3.7074 0.15
H -0.2035 -0.3353 2.5685 0.13
C 3.8813 -2.4910 1.3441 -0.14
C 2.4995 -2.7023 1.9218 -0.14
N 1.5754 -1.6969 1.3560 0.09
C 1.9617 -0.5154 0.7961 -0.31
N 1.0004 0.2770 0.2760 0.02
C 1.4297 1.6141 -0.2143 -0.17
C 2.7844 1.5319 -0.8821 -0.13
C 3.7602 1.0383 0.1616 -0.10
N 3.2450 -0.1783 0.8186 0.00
C 4.2426 -1.0290 1.5029 -0.10
H 3.8916 -2.7567 0.2844 0.13
H 4.6065 -3.1206 1.8558 0.14
H 2.5183 -2.5978 3.0057 0.13
H 2.1182 -3.6940 1.6877 0.13
H 0.6685 -2.0260 1.0844 0.11
H 1.4909 2.3145 0.6244 0.13
H 0.6683 1.9940 -0.8977 0.09
H 3.1011 2.5060 -1.2514 0.14
H 2.7464 0.8376 -1.7245 0.13
H 3.9480 1.8053 0.9142 0.15
H 4.7143 0.7819 -0.2922 0.14
H 4.2969 -0.7502 2.5569 0.15
H 5.2112 -0.8188 1.0575 0.14
C -0.2689 2.8851 -3.9684 -0.05
C -1.4691 2.0198 -3.5342 -0.20
C -1.0602 0.6444 -3.1341 -0.52
N -1.0168 0.1826 -1.9249 -0.03
N -0.5449 -1.1179 -1.7896 0.02
C -0.2300 -1.6428 -2.9533 -0.60
N 0.2518 -2.8667 -3.1468 0.16
S -0.5228 -0.5387 -4.2729 1.25
H -0.6325 3.7746 -4.4777 0.10
H 0.3857 2.3526 -4.6597 0.08
H 0.3189 3.2030 -3.1065 0.07
H -2.1778 1.9432 -4.3615 0.13
H -1.9863 2.4837 -2.6953 0.10
H 0.3772 -3.5101 -2.3827 0.13
H 0.4585 -3.2077 -4.0721 0.13
```

The energy above the lowest of the compared OMol25 structures with the same formula, charge and spin comes out at 8.9 kcal per mole. The value obtained for the HOMO-LUMO gap is 9.75 eV. As for the charge: +3. As for the LUMO energy: -0.3013 Ha.

4.
Entry from the Open Molecules 2025 dataset: a cluster of 2 separate species, C15H35N4O2 in total at a distorted geometry (ωB97M-V/def2-TZVPD).

Geometry as XYZ:
```
56
Properties=species:S:1:pos:R:3:lowdin_charge:R:1
C 1.5116 1.2600 3.3029 -0.13
O 1.7224 0.0818 2.4461 -0.24
C 0.7768 0.0415 1.3158 -0.23
C 1.5173 0.3398 -0.1539 -0.15
C 1.6347 1.9700 -0.2823 -0.20
C 0.5203 2.6746 -1.2561 -0.20
C -1.0098 2.1112 -1.0868 -0.21
C -2.0091 3.2968 -0.4594 -0.13
C -3.5237 2.7480 -0.1347 -0.29
C -3.9939 1.4546 -1.0308 -0.10
C -3.8177 0.0651 -0.1289 -0.35
N -3.9429 -1.1835 -0.9867 0.03
N -4.8749 0.1583 0.9675 0.13
C -4.9325 1.5645 1.5628 -0.15
N -6.0983 1.9352 2.2023 0.14
N -3.7220 2.5014 1.3758 0.05
H 0.3868 1.5222 3.5130 0.09
H 2.0590 2.2419 2.9151 0.10
H 1.9923 1.0157 4.3663 0.11
H 0.3755 -1.0767 1.2542 0.13
H -0.1145 0.7869 1.5182 0.10
H 2.5614 -0.2189 -0.1054 0.12
H 0.7872 -0.1525 -0.9559 0.12
H 1.6575 2.5227 0.7737 0.11
H 2.7009 2.1887 -0.7692 0.12
H 0.8094 2.6828 -2.4053 0.12
H 0.4864 3.8257 -0.9419 0.12
H -1.3649 1.7819 -2.1751 0.12
H -1.1294 1.1959 -0.3676 0.07
H -1.9735 4.2495 -1.1427 0.13
H -1.5159 3.5652 0.5939 0.13
H -4.2660 3.6359 -0.4272 0.16
H -3.5079 1.3839 -2.0933 0.12
H -5.1664 1.5749 -1.2189 0.13
H -2.7801 0.0058 0.4178 0.15
H -4.7771 -1.0708 -1.6161 0.09
H -3.0711 -1.3517 -1.5599 0.11
H -5.8236 -0.1315 0.5944 0.16
H -6.1958 2.1074 3.2362 0.16
H -6.9690 1.9776 1.6096 0.15
H -2.8850 1.9491 1.7330 0.13
C 3.3196 -3.2360 0.3601 -0.09
C 4.2641 -4.4111 0.1739 -0.27
O 4.1888 -4.9983 -1.1229 -0.16
C 4.5271 -4.1573 -2.2227 -0.28
C 5.9578 -3.6499 -2.1775 -0.08
H 2.2973 -3.5149 0.0870 0.08
H 3.3293 -2.8995 1.4008 0.08
H 3.6067 -2.3880 -0.2687 0.05
H 3.9895 -5.1969 0.8862 0.12
H 5.2962 -4.1292 0.4048 0.11
H 3.8152 -3.3283 -2.3018 0.10
H 4.3995 -4.7632 -3.1262 0.12
H 6.1130 -2.9647 -1.3401 0.07
H 6.2023 -3.1126 -3.0987 0.08
H 6.6594 -4.4809 -2.0548 0.09
```

The energy above the lowest of the compared OMol25 structures with the same formula, charge and spin comes out at 152.7 kcal per mole. The value obtained for the HOMO-LUMO gap is 5.64 eV. As for the charge: +1. As for the LUMO energy: -0.1987 Ha.

5.
Entry from the Open Molecules 2025 dataset: a structure of composition C5H9ClI2O2PPb at a distorted geometry (ωB97M-V/def2-TZVPD).

Geometry as XYZ:
```
21
Properties=species:S:1:pos:R:3:lowdin_charge:R:1
I 4.7732 1.2790 1.0761 1.12
I 2.4738 -3.1647 1.0862 0.38
Pb 1.7419 -0.7187 2.1382 0.65
P -0.5893 -0.1695 -0.5363 0.85
C 0.3128 -0.0416 -2.0980 -0.18
C -1.7904 -1.4590 -0.9186 -0.19
H -2.2372 1.3577 0.1647 0.04
H -2.1336 1.2899 -1.6955 0.10
H -0.8895 2.2192 -0.7444 0.08
C -1.6022 1.3725 -0.7355 -0.19
H -2.4396 -1.4443 -0.0321 0.06
H -2.2808 -1.1920 -1.8608 0.10
H -0.3795 -0.0639 -2.9563 0.12
H 1.0299 -0.8596 -2.2663 0.08
H -1.2071 -2.3840 -1.0239 0.08
H 0.9104 0.8751 -2.2257 0.08
C 2.4687 1.2385 0.4813 -0.60
O 2.1980 2.3237 0.1772 0.10
Cl -1.0847 -0.2173 2.0052 0.26
O 0.0836 0.2153 5.3553 0.15
C 0.6417 -0.4562 4.6092 -0.08
```

The value obtained for the HOMO-LUMO gap (spin up / spin down) is 4.63 / 4.41 eV. As for the charge: +3. As for the LUMO energy (spin up / spin down): -0.5706 / -0.5745 Ha.

6.
Entry from the Open Molecules 2025 dataset: a structure of composition C5H29O10S at a distorted geometry (ωB97M-V/def2-TZVPD).

Geometry as XYZ:
```
45
Properties=species:S:1:pos:R:3:lowdin_charge:R:1
C -1.5081 0.2814 0.5710 -0.39
O -0.2906 0.3121 0.1064 -0.30
C -1.9277 -1.2235 0.7573 -0.17
C -2.1774 -1.8285 -0.6761 -0.23
C -1.6755 -3.3288 -0.6875 -0.48
S 0.0901 -3.9031 -0.2197 0.75
C 1.0129 -3.2901 -1.7212 -0.40
H -2.1193 0.7696 -0.2236 0.12
H -1.7299 0.9067 1.4769 0.10
H -2.8003 -1.3134 1.4000 0.09
H -1.0313 -1.7446 1.2297 0.10
H -3.2608 -1.7344 -1.0551 0.12
H -1.5167 -1.2157 -1.4124 0.10
H -1.9148 -3.7090 -1.7034 0.06
H -2.2510 -3.8807 0.0755 0.05
H 1.5490 -4.1469 -1.9675 -0.03
H 1.4471 -2.2319 -1.6667 0.03
H 0.2781 -2.9933 -2.5762 0.06
H 2.7990 0.5322 1.3686 -0.01
H 3.5874 0.9242 2.5708 0.03
O 3.1790 1.3135 1.8121 -0.07
H 0.8586 0.5190 -2.6163 0.01
H 0.1042 0.2661 -1.1397 0.02
O 0.0279 0.3030 -2.2610 -0.13
H 2.0976 -0.6429 -0.1245 0.07
H 0.7906 -0.5223 0.7189 0.04
O 1.7920 -0.8517 0.8117 -0.16
H 1.7535 2.9332 -0.0487 0.08
H 1.1810 1.6968 0.5745 -0.07
O 1.4980 2.0108 -0.2057 -0.03
H 1.4109 2.5147 2.4423 0.00
H -0.1046 1.9846 2.2703 0.03
O 0.5460 2.4434 2.8641 -0.07
H -1.5110 3.3132 0.8271 -0.04
H -1.3269 3.9674 2.1285 0.06
O -2.0463 3.4408 1.6423 -0.13
H -1.1413 3.4164 -1.6873 0.10
H -0.5089 2.4642 -0.6502 0.03
O -0.7458 3.4429 -0.7059 -0.15
H -0.9350 2.4116 -3.9172 0.03
H -0.2999 1.6728 -2.6956 -0.02
O -0.3870 2.5851 -3.1529 -0.12
H 1.8628 -2.7801 3.0166 0.05
H 2.6573 -2.1769 1.9466 -0.07
O 2.6875 -2.9076 2.5033 -0.07
```

The energy above the lowest of the compared OMol25 structures with the same formula, charge and spin comes out at 0.0 kcal per mole. The value obtained for the HOMO-LUMO gap is 8.74 eV. As for the charge: -1. As for the LUMO energy: 0.1087 Ha.

Summary of DFT total energy in hartree
-2141.68348, -400.17325, -2144.30014, -961.51363, -1934.85336, -1358.48003
(order as listed above)